1.
{
  "formula": "C45H43FN2OPRbSSi",
  "method": "ωB97M-V/def2-TZVPD",
  "species": ["Rb", "O", "C", "C", "C", "C", "C", "C", "C", "P", "C", "C", "C", "C", "C", "C", "C", "C", "C", "C", "C", "C", "H", "H", "H", "H", "H", "H", "H", "H", "H", "H", "H", "H", "H", "H", "C", "C", "C", "C", "C", "C", "C", "C", "S", "C", "N", "C", "C", "C", "C", "C", "C", "C", "C", "H", "H", "H", "H", "H", "H", "H", "H", "H", "H", "H", "H", "H", "H", "H", "H", "C", "Si", "C", "C", "N", "C", "C", "C", "C", "C", "C", "F", "H", "H", "H", "H", "H", "H", "H", "H", "H", "H", "H", "H", "H"],
  "coordinates": [[2.199, -0.973, -0.599], [2.699, 0.972, 1.233], [1.806, 1.735, 1.007], [0.987, 2.666, 0.525], [1.348, 4.077, 0.771], [0.386, 5.034, 0.753], [-0.968, 4.752, 0.424], [-1.259, 3.480, -0.057], [-0.338, 2.440, -0.104], [-0.578, 0.892, -0.981], [-2.048, 1.230, -2.032], [-3.356, 0.877, -1.704], [-4.405, 1.155, -2.574], [-4.161, 1.790, -3.784], [-2.861, 2.142, -4.122], [-1.815, 1.861, -3.257], [-1.304, -0.262, 0.273], [-1.309, -1.634, 0.009], [-1.800, -2.536, 0.942], [-2.288, -2.079, 2.160], [-2.273, -0.719, 2.441], [-1.781, 0.179, 1.503], [2.383, 4.323, 0.981], [0.683, 6.060, 0.954], [-1.709, 5.539, 0.389], [-2.243, 3.300, -0.480], [-3.554, 0.380, -0.763], [-5.416, 0.874, -2.303], [-4.979, 2.001, -4.463], [-2.654, 2.627, -5.069], [-0.797, 2.125, -3.536], [-0.911, -2.004, -0.932], [-1.767, -3.598, 0.732], [-2.641, -2.785, 2.901], [-2.612, -0.361, 3.407], [-1.748, 1.241, 1.721], [1.255, 2.946, 4.620], [-0.146, 2.334, 4.756], [-0.995, 2.782, 3.558], [-0.784, 2.875, 6.037], [-0.044, 0.805, 4.762], [-0.650, 0.008, 5.743], [-0.597, -1.379, 5.690], [0.073, -1.983, 4.636], [0.290, -3.655, 4.256], [1.177, -3.191, 2.768], [1.298, -1.916, 2.621], [0.694, -1.208, 3.646], [0.633, 0.179, 3.725], [1.691, -4.251, 1.875], [1.703, -5.562, 2.380], [2.171, -6.611, 1.611], [2.633, -6.331, 0.327], [2.609, -5.024, -0.145], [2.138, -3.906, 0.578], [1.188, 4.037, 4.619], [1.731, 2.645, 3.686], [1.897, 2.634, 5.448], [-1.099, 3.870, 3.542], [-1.994, 2.340, 3.608], [-0.535, 2.486, 2.613], [-0.799, 3.966, 5.997], [-0.222, 2.574, 6.926], [-1.816, 2.533, 6.148], [-1.189, 0.467, 6.561], [-1.085, -1.975, 6.452], [1.090, 0.751, 2.932], [1.361, -5.774, 3.391], [2.181, -7.621, 2.004], [3.009, -7.135, -0.301], [2.978, -4.869, -1.159], [1.691, -2.608, -6.058], [1.088, -2.171, -4.302], [-0.796, -2.052, -4.425], [1.496, -3.688, -3.271], [1.806, -0.822, -3.577], [1.701, 0.446, -4.019], [1.157, 0.884, -5.264], [1.040, 2.217, -5.629], [1.456, 3.237, -4.781], [2.008, 2.869, -3.553], [2.132, 1.543, -3.225], [2.715, 1.261, -2.022], [1.183, -3.506, -6.427], [2.765, -2.817, -6.038], [1.526, -1.809, -6.782], [-1.228, -2.967, -4.843], [-1.112, -1.209, -5.048], [-1.233, -1.893, -3.435], [1.064, -4.596, -3.706], [1.137, -3.610, -2.241], [2.581, -3.828, -3.218], [0.787, 0.128, -5.944], [0.601, 2.461, -6.592], [1.346, 4.280, -5.048], [2.329, 3.608, -2.827]],
  "lowdin_charge": [0.79, -0.06, -0.27, -0.26, -0.09, -0.17, -0.17, -0.15, -0.38, 1.06, -0.35, -0.09, -0.11, -0.12, -0.09, -0.08, -0.37, -0.11, -0.08, -0.10, -0.09, -0.09, 0.09, 0.08, 0.06, 0.10, 0.10, 0.09, 0.09, 0.10, 0.09, 0.09, 0.11, 0.09, 0.10, 0.07, -0.04, -0.54, -0.04, -0.08, -0.17, -0.05, -0.10, -0.50, 1.04, -0.49, 0.13, -0.29, 0.04, -0.31, -0.12, -0.14, -0.14, -0.19, -0.12, 0.08, 0.07, 0.09, 0.09, 0.09, 0.06, 0.08, 0.08, 0.08, 0.09, 0.10, 0.09, 0.05, 0.08, 0.08, 0.05, -0.19, 0.32, -0.17, -0.19, -0.12, -0.37, -0.07, -0.15, -0.15, -0.05, -0.26, -0.08, 0.01, 0.02, 0.00, 0.02, 0.02, 0.01, 0.03, 0.00, 0.02, 0.07, 0.09, 0.08, 0.11],
  "e_lumo_ev": 3.9,
  "charge": -2,
  "total_energy_ha": -3078.35981,
  "homo_lumo_gap_ev": 4.3
}

2.
{
  "formula": "C20H37FeN2O2P2Si",
  "method": "ωB97M-V/def2-TZVPD",
  "species": ["Fe", "P", "C", "C", "N", "C", "C", "C", "C", "C", "P", "H", "H", "H", "H", "H", "H", "H", "H", "O", "H", "H", "O", "H", "C", "H", "H", "H", "C", "H", "H", "H", "C", "H", "H", "H", "C", "H", "H", "H", "C", "Si", "C", "C", "N", "C", "C", "C", "C", "C", "C", "H", "H", "H", "H", "H", "H", "H", "H", "H", "H", "H", "H", "H", "H"],
  "coordinates": [[0.209, -0.552, 0.364], [1.488, 0.300, 1.997], [3.135, -0.473, 1.521], [3.086, -1.136, 0.155], [1.883, -1.250, -0.463], [1.819, -1.776, -1.723], [2.866, -2.520, -2.253], [4.060, -2.560, -1.528], [4.177, -1.795, -0.383], [0.583, -1.458, -2.491], [0.122, 0.365, -2.210], [5.075, -1.759, 0.224], [2.772, -2.965, -3.235], [4.882, -3.165, -1.866], [0.729, -1.582, -3.573], [-0.282, -2.118, -2.326], [3.994, 0.217, 1.686], [3.334, -1.230, 2.327], [4.689, 2.226, -1.594], [5.042, 3.166, -1.540], [5.277, 3.324, -0.595], [1.074, 3.874, -1.330], [0.345, 4.511, -1.186], [0.936, 5.251, -0.894], [1.446, 0.978, -3.350], [1.470, 0.271, -4.207], [1.167, 1.989, -3.696], [2.447, 1.051, -2.889], [-1.231, 0.733, -3.337], [-1.630, 1.660, -2.924], [-0.910, 0.904, -4.365], [-2.036, 0.002, -3.385], [1.541, -0.524, 3.661], [2.559, -0.315, 4.071], [0.829, -0.166, 4.421], [1.449, -1.625, 3.557], [1.771, 2.088, 2.384], [1.023, 2.456, 3.080], [2.723, 2.204, 2.880], [1.728, 2.712, 1.484], [-1.554, 1.607, 3.015], [-2.268, 0.013, 2.269], [-1.843, -1.488, 3.291], [-4.126, 0.267, 2.285], [-1.626, -0.308, 0.656], [-2.550, -0.652, -0.329], [-2.573, -1.996, -0.789], [-3.642, -2.426, -1.591], [-4.619, -1.552, -2.016], [-4.524, -0.186, -1.690], [-3.475, 0.267, -0.868], [-2.348, 2.138, 3.567], [-1.189, 2.304, 2.246], [-0.741, 1.464, 3.742], [-2.375, -1.488, 4.249], [-2.157, -2.378, 2.740], [-0.776, -1.599, 3.494], [-4.439, 1.166, 1.741], [-4.639, -0.579, 1.815], [-4.534, 0.357, 3.301], [-1.816, -2.688, -0.455], [-3.678, -3.472, -1.884], [-5.464, -1.908, -2.628], [-5.281, 0.500, -2.021], [-3.406, 1.322, -0.607]],
  "lowdin_charge": [0.53, 0.87, -0.25, -0.29, -0.03, -0.31, 0.01, -0.01, -0.02, -0.28, 0.90, 0.13, 0.13, 0.12, 0.09, 0.08, 0.11, 0.10, 0.04, -0.10, 0.05, 0.02, -0.09, 0.06, -0.27, 0.06, 0.05, 0.03, -0.27, 0.05, 0.05, 0.05, -0.27, 0.06, 0.05, 0.06, -0.23, 0.03, 0.04, 0.05, -0.18, 0.40, -0.17, -0.17, -0.24, -0.43, -0.06, -0.10, -0.10, -0.07, -0.07, 0.04, 0.03, 0.00, 0.04, 0.04, -0.01, 0.04, 0.04, 0.04, 0.09, 0.11, 0.11, 0.10, 0.12],
  "e_lumo_ev": [-3.2, -3.6],
  "spin_multiplicity": 5,
  "charge": 1,
  "total_energy_ha": -3280.02480,
  "homo_lumo_gap_ev": [7.0, 6.9]
}

3.
{
  "formula": "C19H29FN2O5S",
  "method": "ωB97M-V/def2-TZVPD",
  "species": ["O", "C", "N", "C", "C", "C", "C", "C", "C", "C", "N", "C", "O", "C", "C", "C", "S", "O", "O", "C", "C", "F", "C", "C", "C", "O", "C", "C", "H", "H", "H", "H", "H", "H", "H", "H", "H", "H", "H", "H", "H", "H", "H", "H", "H", "H", "H", "H", "H", "H", "H", "H", "H", "H", "H", "H", "H"],
  "coordinates": [[-0.856, -2.230, -1.146], [0.213, -2.070, -0.589], [0.888, -0.896, -0.547], [0.328, 0.409, -0.884], [-1.165, 0.567, -0.618], [-1.554, 0.230, 0.848], [-2.153, 1.549, 1.354], [-3.514, 1.772, 0.672], [-3.108, 2.128, -0.786], [-1.574, 2.053, -0.725], [-1.326, 2.526, 0.640], [-0.529, 3.460, 1.189], [-0.412, 3.599, 2.399], [0.266, 4.347, 0.239], [0.312, 5.802, 0.796], [1.646, 6.013, 1.497], [2.787, 5.193, 0.407], [2.853, 5.940, -0.826], [4.000, 4.792, 1.067], [1.703, 3.793, 0.148], [0.906, -3.203, 0.179], [0.569, -2.992, 1.525], [0.470, -4.576, -0.262], [0.918, -4.843, -1.701], [0.567, -6.269, -2.097], [1.142, -7.214, -1.213], [0.672, -7.036, 0.112], [1.032, -5.662, 0.654], [1.727, -0.892, 0.009], [0.874, 1.141, -0.284], [0.530, 0.632, -1.937], [-1.725, -0.032, -1.329], [-2.253, -0.602, 0.914], [-0.669, -0.032, 1.431], [-2.130, 1.700, 2.428], [-4.141, 0.883, 0.732], [-4.047, 2.598, 1.142], [-3.513, 1.437, -1.524], [-3.431, 3.135, -1.048], [-1.050, 2.614, -1.495], [-0.189, 4.362, -0.748], [0.225, 6.505, -0.032], [-0.512, 5.963, 1.486], [1.947, 7.053, 1.595], [1.690, 5.504, 2.460], [1.922, 3.090, 0.952], [1.953, 3.354, -0.816], [1.996, -3.108, 0.118], [-0.624, -4.599, -0.230], [0.437, -4.145, -2.389], [2.003, -4.714, -1.782], [-0.526, -6.392, -2.107], [0.945, -6.507, -3.090], [-0.419, -7.172, 0.136], [1.126, -7.827, 0.707], [2.123, -5.576, 0.703], [0.644, -5.550, 1.667]],
  "lowdin_charge": [0.09, -0.42, 0.09, -0.12, -0.23, -0.06, -0.22, -0.10, -0.09, -0.22, 0.03, -0.43, 0.07, -0.22, -0.16, -0.22, 0.66, -0.31, -0.31, -0.18, -0.22, 0.00, -0.28, -0.12, -0.20, -0.13, -0.21, -0.13, 0.14, 0.11, 0.13, 0.13, 0.12, 0.12, 0.15, 0.11, 0.11, 0.11, 0.11, 0.15, 0.13, 0.12, 0.12, 0.11, 0.11, 0.11, 0.11, 0.16, 0.16, 0.12, 0.13, 0.13, 0.12, 0.13, 0.12, 0.13, 0.12],
  "e_lumo_ev": 0.4,
  "charge": 0,
  "total_energy_ha": -1725.18793,
  "homo_lumo_gap_ev": 10.1,
  "smiles": "O=C(NC[C@H]1C[C@@H]2CC[C@H]1N2C(=O)[C@H]1CCS(=O)(=O)C1)[C@@H](F)C1CCOCC1"
}

4.
{
  "formula": "C4H12N2S",
  "method": "ωB97M-V/def2-TZVPD",
  "species": ["N", "C", "C", "N", "H", "H", "H", "H", "H", "H", "C", "C", "S", "H", "H", "H", "H", "H", "H"],
  "coordinates": [[2.872, -2.188, 0.624], [2.605, -0.807, 0.758], [1.617, -0.105, 0.220], [1.290, 1.218, 0.714], [2.531, -2.714, 1.412], [2.437, -2.551, -0.216], [3.246, -0.310, 1.481], [0.961, -0.459, -0.561], [1.629, 1.895, 0.034], [1.839, 1.395, 1.549], [-3.323, 0.456, -1.214], [-1.870, 0.422, -0.762], [-1.764, 0.932, 1.007], [-3.730, 1.449, -1.031], [-3.890, -0.292, -0.660], [-3.392, 0.202, -2.272], [-1.273, 1.136, -1.329], [-1.450, -0.579, -0.795], [-0.334, 0.899, 1.043]],
  "lowdin_charge": [0.01, -0.22, -0.19, -0.04, 0.07, 0.07, 0.11, 0.10, 0.10, 0.09, -0.20, -0.64, 0.61, 0.06, 0.06, 0.07, 0.06, 0.04, -0.16],
  "e_lumo_ev": 0.9,
  "charge": 0,
  "total_energy_ha": -667.25047,
  "homo_lumo_gap_ev": 9.0,
  "smiles": "N/C=C/N.CCS"
}

5.
{
  "formula": "C6H12O",
  "method": "ωB97M-V/def2-TZVPD",
  "species": ["C", "C", "C", "C", "C", "C", "O", "H", "H", "H", "H", "H", "H", "H", "H", "H", "H", "H", "H"],
  "coordinates": [[0.243, -0.473, -2.008], [1.000, -0.899, -0.749], [0.366, -1.865, 0.192], [0.510, -0.424, 0.657], [-0.464, 0.767, 0.571], [-1.313, 1.399, 1.691], [0.336, 1.873, 0.134], [-0.767, -0.900, -2.048], [0.756, -0.792, -2.924], [0.144, 0.616, -2.048], [2.076, -0.996, -0.905], [-0.591, -2.292, -0.102], [1.033, -2.589, 0.659], [1.293, -0.270, 1.406], [-1.184, 0.495, -0.210], [-2.086, 0.751, 2.116], [-1.826, 2.240, 1.201], [-0.718, 1.847, 2.494], [1.192, 1.512, -0.126]],
  "lowdin_charge": [-0.07, -0.30, -0.09, -0.17, -0.40, -0.04, -0.06, 0.08, 0.08, 0.07, 0.13, 0.11, 0.10, 0.14, 0.12, 0.07, 0.08, 0.08, 0.08],
  "e_lumo_ev": 1.1,
  "charge": 0,
  "total_energy_ha": -311.00155,
  "homo_lumo_gap_ev": 11.0,
  "smiles": "C[C@@H]1C[C@@H]1[C@@H](C)O"
}